Entry 1:
The following is a DFT calculation (ωB97M-V/def2-TZVPD) of one molecule with the formula C4H8N2S2.

Last column: natural (NBO) charge in e.
Positions of all 16 atoms, in Å:
C  -0.09  -0.10  0.26  -0.043
C  1.24  0.51  0.43  -0.448
C  0.04  -1.51  -0.49  -0.233
C  -1.03  0.32  -0.80  0.113
H  -0.94  0.80  2.03  0.388
H  -1.93  -0.58  1.39  0.401
H  1.35  1.47  0.87  0.238
H  1.57  0.37  -0.64  0.232
H  1.13  -0.40  2.34  0.179
H  -0.22  -2.67  0.00  0.254
H  1.17  -1.54  -1.08  0.223
H  -1.23  -0.80  -2.48  0.415
N  -0.93  -0.16  1.53  -0.866
N  -1.23  -0.94  -1.33  -0.634
S  2.25  -0.77  1.51  -0.120
S  -1.42  1.76  -1.52  -0.099

For the energy relative to the best compared isomer or geometry (same formula, charge and spin), the calculation gives 85.4 kcal per mole. The calculation puts the gap between HOMO and LUMO at 8.78 eV. The total charge is 0. For the energy, the calculation gives -28924.6056 eV. Its SMILES is N[C@@]1(CS)CNC1=S.

=====

Entry 2:
The following is a DFT calculation (ωB97M-V/def2-TZVPD) of one molecule with the formula C4H8N2S3.

Last column: natural (NBO) charge in e.
Positions of all 17 atoms, in Å:
C  -0.81  1.01  -2.56  -0.066
C  -0.49  1.56  -0.28  -0.258
C  2.44  -0.99  2.22  -0.071
C  -1.09  -1.19  0.65  -0.719
N  -0.11  0.79  -1.42  -0.586
N  1.40  -0.87  1.52  -0.545
S  -0.76  0.09  -3.90  -0.118
S  -1.80  0.46  0.73  0.104
S  -0.02  -1.82  1.89  0.393
H  -1.47  1.85  -2.46  0.177
H  0.33  -0.06  -1.42  0.407
H  0.31  1.81  0.39  0.236
H  -1.24  2.23  -0.63  0.223
H  2.79  -1.60  2.98  0.174
H  3.11  -0.19  1.90  0.173
H  -2.04  -1.83  0.57  0.269
H  -0.55  -1.24  -0.20  0.206

For the energy relative to the best compared isomer or geometry (same formula, charge and spin), the calculation gives 8.0 kcal per mole. The calculation puts the gap between HOMO and LUMO at 9.07 eV. The total charge is 0. For the energy, the calculation gives -39761.1809 eV. Its SMILES is C=NSCSCNC=S.

=====

Entry 3:
The following is a DFT calculation (ωB97M-V/def2-TZVPD) of C4H8N2Si as an isolated structure.

Last column: natural (NBO) charge in e.
Positions of all 15 atoms, in Å:
C  -3.07  -0.01  0.33  -0.088
C  -2.43  1.12  -0.11  -0.133
C  -1.14  -0.55  -0.06  0.160
C  3.20  -1.03  -0.03  -0.841
N  -2.28  -1.07  0.31  -0.441
N  -1.13  0.77  -0.31  -0.804
Si  0.26  1.78  -0.77  1.016
H  -4.10  -0.26  0.61  0.214
H  -2.55  2.20  -0.07  0.204
H  -0.25  -1.12  -0.35  0.178
H  3.42  -2.07  0.08  0.222
H  3.85  -0.60  -0.74  0.214
H  3.31  -0.51  0.92  0.217
H  0.69  2.16  0.68  -0.308
H  2.24  -0.82  -0.49  0.191

For the energy relative to the best compared isomer or geometry (same formula, charge and spin), the calculation gives 39.0 kcal per mole. The calculation puts the gap between HOMO and LUMO at 7.12 eV. The total charge is 0. For the energy, the calculation gives -15133.0551 eV.

=====

Entry 4:
The following is a DFT calculation (ωB97M-V/def2-TZVPD) of a 2-piece molecular cluster, C4H8N3 overall.

Last column: natural (NBO) charge in e.
Positions of all 15 atoms, in Å:
C  0.91  2.67  0.04  -0.432
C  -3.56  -0.19  0.00  0.187
C  0.66  0.12  0.15  0.747
C  1.20  -2.26  0.01  -0.448
N  0.86  1.29  0.01  -0.269
N  -2.45  -0.39  -0.23  -0.423
N  0.42  -1.06  0.00  -0.595
H  -0.08  2.98  -0.36  0.262
H  1.82  2.90  -0.48  0.255
H  0.91  2.94  1.11  0.242
H  -4.49  0.24  0.24  0.250
H  1.59  -2.56  -1.08  0.237
H  2.12  -2.31  0.66  0.252
H  0.61  -3.12  0.39  0.245
H  -0.51  -1.26  -0.46  0.492

For the energy relative to the best compared isomer or geometry (same formula, charge and spin), the calculation gives 93.4 kcal per mole. The calculation puts the gap between HOMO and LUMO at 11.10 eV. The total charge is +1. For the energy, the calculation gives -8738.7306 eV.

=====

Entry 5:
The following is a DFT calculation (ωB97M-V/def2-TZVPD) of a 2-piece molecular cluster, C4H8N3O overall.

Last column: natural (NBO) charge in e.
Positions of all 16 atoms, in Å:
C  -1.33  0.71  0.37  0.001
C  -0.11  0.68  0.33  0.007
C  3.03  -0.75  -0.32  0.660
C  3.05  -2.22  -0.16  -0.696
N  1.16  0.37  0.59  0.008
N  1.90  -0.14  -0.21  -0.070
N  -4.14  0.91  0.38  -1.064
O  3.99  -0.22  -1.03  -0.618
H  -2.39  0.59  0.21  0.283
H  4.03  -2.53  -0.44  0.271
H  2.21  -2.72  -0.63  0.283
H  2.85  -2.41  0.88  0.267
H  -4.41  0.86  -0.56  0.380
H  -3.77  1.86  0.41  0.355
H  -4.82  1.00  1.07  0.392
H  4.49  0.53  -0.61  0.541

For the energy relative to the best compared isomer or geometry (same formula, charge and spin), the calculation gives 164.6 kcal per mole. The calculation puts the gap between HOMO and LUMO at 8.15 eV. The total charge is +1. For the energy, the calculation gives -10783.1614 eV.

=====

Entry 6:
The following is a DFT calculation (ωB97M-V/def2-TZVPD) of C4H8N3O as an isolated structure.

Last column: natural (NBO) charge in e.
Positions of all 16 atoms, in Å:
C  -0.24  1.65  -1.02  0.320
C  1.69  1.18  0.26  0.203
C  1.22  -0.21  0.61  0.245
C  -1.25  -1.53  0.62  -0.442
N  0.87  1.98  -0.51  -0.490
N  -0.92  0.43  -0.92  -0.476
N  -0.35  -0.68  -0.25  -0.268
O  2.20  -0.01  -0.25  -0.403
H  -0.74  2.42  -1.60  0.228
H  2.41  1.75  0.89  0.236
H  1.27  -0.86  1.58  0.255
H  -2.01  -0.93  1.20  0.254
H  -1.72  -2.24  0.01  0.236
H  -0.68  -2.14  1.41  0.251
H  -1.91  0.50  -1.16  0.435
H  0.17  -1.30  -0.87  0.417

For the energy relative to the best compared isomer or geometry (same formula, charge and spin), the calculation gives 134.5 kcal per mole. The calculation puts the gap between HOMO and LUMO at 10.48 eV. The total charge is +1. For the energy, the calculation gives -10784.4687 eV.

=====

Entry 7:
The following is a DFT calculation (ωB97M-V/def2-TZVPD) of one molecule with the formula C4H8N3OP.

Last column: natural (NBO) charge in e.
Positions of all 17 atoms, in Å:
C  -1.68  -0.26  2.10  -0.091
C  -1.35  -0.50  0.86  -0.098
C  0.22  0.62  1.82  0.193
C  -0.29  0.74  -2.13  -0.900
N  -0.69  0.44  2.70  -0.454
N  -0.10  0.05  0.60  -0.728
N  1.70  -1.28  -0.82  -1.221
O  2.14  1.13  -0.43  -1.084
P  1.06  0.20  -0.65  2.190
H  -2.49  -0.76  2.74  0.220
H  -1.89  -1.07  0.09  0.212
H  1.04  1.34  1.87  0.223
H  0.30  0.66  -3.00  0.231
H  -1.16  0.24  -1.88  0.219
H  -0.49  1.79  -1.94  0.236
H  2.62  -1.21  -1.12  0.426
H  1.05  -2.13  -0.83  0.427

For the energy relative to the best compared isomer or geometry (same formula, charge and spin), the calculation gives 15.3 kcal per mole. The calculation puts the gap between HOMO and LUMO at 9.90 eV. The total charge is 0. For the energy, the calculation gives -20084.7668 eV. Its SMILES is C[P@@](N)(=O)n1ccnc1.

=====

Entry 8:
The following is a DFT calculation (ωB97M-V/def2-TZVPD) of an isolated ion of composition C4H8N3S2 and charge +1.

Last column: natural (NBO) charge in e.
Positions of all 17 atoms, in Å:
C  0.14  0.98  -0.29  0.099
C  -1.38  -0.73  -0.55  0.530
C  2.06  1.05  1.32  -0.572
C  1.63  1.27  -0.16  -0.450
N  -0.14  -0.26  -0.65  -0.538
N  -2.50  -0.24  -0.17  -0.592
N  -1.46  -2.22  -0.77  -0.737
S  -0.83  2.29  0.09  0.119
S  -3.95  -0.31  0.25  0.621
H  1.74  0.16  1.63  0.192
H  1.59  1.76  1.92  0.217
H  3.13  1.11  1.23  0.231
H  2.21  0.62  -0.89  0.225
H  1.84  2.31  -0.44  0.239
H  -0.64  -2.63  -0.24  0.473
H  -1.18  -2.41  -1.82  0.482
H  -2.27  -2.76  -0.45  0.459

For the energy relative to the best compared isomer or geometry (same formula, charge and spin), the calculation gives 76.9 kcal per mole. The calculation puts the gap between HOMO and LUMO (spin up / spin down) at 5.16 / 5.57 eV. The total charge is +1. For the energy, the calculation gives -30407.6302 eV. Its SMILES is CCC(=S)/N=C(/[NH3+])N=S.

=====

Entry 9:
The following is a DFT calculation (ωB97M-V/def2-TZVPD) of one molecule with the formula C4H8N4.

Last column: natural (NBO) charge in e.
Positions of all 16 atoms, in Å:
C  1.15  -1.06  -0.82  -0.297
C  0.39  0.16  -1.07  0.096
C  0.42  1.20  -2.17  -0.610
C  -0.99  -0.23  2.76  -0.443
N  -1.10  -0.03  -0.74  -0.184
N  -1.38  -0.13  0.40  0.169
N  1.14  0.10  -0.01  -0.280
N  -0.67  0.01  1.37  -0.181
H  0.80  -1.99  -0.37  0.200
H  2.15  -1.30  -1.34  0.191
H  0.49  2.27  -1.73  0.234
H  -0.39  0.96  -2.89  0.236
H  1.32  1.06  -2.84  0.219
H  -2.02  0.16  3.06  0.216
H  -1.10  -1.32  2.91  0.197
H  -0.23  0.16  3.48  0.235

For the energy relative to the best compared isomer or geometry (same formula, charge and spin), the calculation gives 151.3 kcal per mole. The calculation puts the gap between HOMO and LUMO at 8.04 eV. The total charge is 0. For the energy, the calculation gives -10231.6831 eV.

=====

Entry 10:
The following is a DFT calculation (ωB97M-V/def2-TZVPD) of one molecule with the formula C4H8N4.

Last column: natural (NBO) charge in e.
Positions of all 16 atoms, in Å:
C  0.31  1.23  0.78  0.471
C  -0.21  -0.29  0.46  -0.125
C  0.80  -1.39  -0.05  -0.276
C  -0.92  -0.91  -1.47  0.263
H  -0.82  2.95  0.94  0.387
H  -1.91  1.45  1.03  0.442
H  2.01  2.30  1.16  0.350
H  -0.76  -0.55  1.36  0.207
H  0.91  -2.36  0.36  0.204
H  1.70  -0.69  -0.05  0.243
H  0.66  -2.14  -2.25  0.419
H  -1.49  -1.05  -2.48  0.197
N  -0.85  1.98  1.10  -0.865
N  1.58  1.35  0.82  -0.739
N  0.29  -1.62  -1.33  -0.638
N  -1.29  -0.26  -0.37  -0.538

For the energy relative to the best compared isomer or geometry (same formula, charge and spin), the calculation gives 67.0 kcal per mole. The calculation puts the gap between HOMO and LUMO at 8.99 eV. The total charge is 0. For the energy, the calculation gives -10235.3354 eV. Its SMILES is [H]/N=C(\N)[C@@H]1CNC=N1.